Computed, not measured: 2 unconnected molecules or ions with the total composition C4H5NO at a distorted geometry, with ωB97M-V/def2-TZVPD.

CARTESIAN COORDINATES (ANGSTROEM)
C: -0.859 -0.945 0.756
C: 0.257 0.033 0.477
C: 0.463 0.128 -0.942
O: -0.145 -0.508 -1.784
C: 0.554 1.743 -0.991
N: 1.080 2.667 -1.475
H: -1.826 -0.461 0.946
H: -1.070 -1.713 0.005
H: -0.568 -1.528 1.617
H: 0.398 0.800 1.259
H: 1.715 -0.217 0.132

Values from the calculation:
Gap between HOMO and LUMO in hartree: 0.355